(1)
{
  "formula": "C22H23BrN3O4S2",
  "method": "wB97M-V/def2-TZVPD",
  "species": ["C", "N", "C", "C", "C", "C", "C", "C", "C", "C", "O", "N", "C", "C", "S", "N", "C", "C", "O", "C", "C", "H", "H", "H", "H", "H", "H", "H", "H", "H", "H", "H", "H", "H", "H", "H", "H", "H", "Br", "C", "S", "C", "C", "C", "C", "C", "C", "O", "O", "H", "H", "H", "H", "H", "H"],
  "coordinates": [[6.011, -0.024, -0.720], [5.124, -0.183, 0.413], [5.753, -0.756, 1.584], [3.769, -0.077, 0.267], [3.215, 0.025, -1.037], [1.840, 0.037, -1.192], [0.983, 0.039, -0.097], [-0.519, 0.080, -0.431], [-0.941, -1.224, -1.053], [-2.010, -1.298, -2.017], [-2.257, -0.484, -2.903], [-2.723, -2.547, -1.897], [-4.104, -2.577, -2.360], [-1.939, -3.619, -2.285], [-2.518, -4.991, -3.058], [-0.609, -3.402, -1.998], [0.289, -4.535, -2.176], [-0.298, -2.497, -0.919], [0.456, -2.845, -0.003], [1.520, -0.006, 1.191], [2.897, -0.079, 1.382], [5.676, 0.797, -1.362], [7.010, 0.200, -0.334], [6.066, -0.939, -1.329], [5.064, -0.787, 2.432], [6.106, -1.781, 1.372], [6.630, -0.140, 1.835], [3.853, 0.057, -1.917], [1.408, 0.072, -2.191], [-0.624, 0.812, -1.253], [-4.524, -3.541, -2.057], [-4.643, -1.754, -1.890], [-4.163, -2.504, -3.455], [1.320, -4.206, -2.034], [0.041, -5.340, -1.473], [0.136, -4.907, -3.191], [0.880, 0.006, 2.067], [3.285, -0.105, 2.403], [-3.313, 0.652, 0.079], [-1.455, 0.492, 0.660], [-1.041, 2.144, 1.474], [-2.426, 3.250, 1.859], [-2.725, 4.300, 0.989], [-3.742, 5.198, 1.315], [-4.455, 5.058, 2.509], [-4.137, 4.014, 3.383], [-3.116, 3.115, 3.067], [-0.533, 1.768, 2.783], [-0.201, 2.853, 0.534], [-1.422, -0.237, 1.489], [-2.143, 4.416, 0.076], [-3.972, 6.019, 0.632], [-5.261, 5.756, 2.753], [-4.679, 3.903, 4.324], [-2.839, 2.324, 3.761]],
  "lowdin_charge": [-0.087, -0.218, -0.069, -0.235, -0.019, -0.029, -0.198, -0.320, -0.119, -0.474, 0.042, -0.072, -0.108, -0.747, 0.608, -0.069, -0.101, -0.398, 0.034, -0.031, -0.010, 0.081, 0.077, 0.091, 0.066, 0.089, 0.081, 0.087, 0.129, 0.144, 0.052, 0.073, 0.083, 0.087, 0.084, 0.047, 0.098, 0.093, 0.815, -0.631, 0.683, -0.318, -0.069, -0.079, -0.087, -0.081, -0.066, -0.344, -0.305, 0.101, 0.116, 0.104, 0.101, 0.103, 0.114],
  "e_tot_ev": -127561.4347,
  "relative_energy_kcal_mol": 0.0,
  "charge": -1,
  "gap_ev": 6.40
}

***

(2)
{
  "formula": "C22H23Cl2N6O5PSY",
  "method": "wB97M-V/def2-TZVPD",
  "species": ["Y", "O", "C", "O", "C", "O", "C", "C", "O", "O", "H", "H", "H", "H", "H", "C", "N", "C", "C", "N", "C", "P", "C", "N", "C", "C", "N", "C", "C", "N", "C", "C", "N", "C", "H", "H", "H", "H", "H", "H", "H", "H", "H", "H", "H", "H", "H", "H", "H", "Cl", "C", "C", "C", "C", "C", "Cl", "C", "S", "H", "H", "H"],
  "coordinates": [[0.719, -0.049, -0.110], [1.480, 1.031, -4.432], [1.608, 0.823, -3.138], [0.698, 0.368, -2.462], [2.937, 1.277, -2.586], [3.259, 0.661, -1.370], [3.957, -0.595, -1.498], [2.889, -1.687, -1.565], [2.737, -2.403, -2.533], [2.112, -1.634, -0.524], [0.580, 0.774, -4.699], [2.806, 2.348, -2.388], [3.716, 1.153, -3.341], [4.552, -0.697, -0.593], [4.598, -0.592, -2.380], [-3.189, -2.493, 3.645], [-1.926, -1.938, 3.174], [-0.750, -1.996, 3.866], [0.187, -1.393, 3.082], [-0.392, -0.992, 1.909], [-1.676, -1.334, 1.988], [-2.961, -1.181, 0.702], [-2.101, -2.057, -0.631], [-0.845, -1.848, -0.983], [-0.557, -2.731, -1.983], [-1.667, -3.486, -2.233], [-2.643, -3.050, -1.379], [-3.983, -3.609, -1.276], [-2.691, 0.520, 0.125], [-1.566, 1.025, -0.368], [-1.864, 2.293, -0.781], [-3.179, 2.553, -0.535], [-3.694, 1.428, 0.043], [-5.093, 1.267, 0.416], [-3.138, -2.578, 4.727], [-3.356, -3.478, 3.211], [-4.008, -1.830, 3.381], [-0.692, -2.438, 4.845], [1.226, -1.222, 3.301], [0.430, -2.782, -2.419], [-1.849, -4.289, -2.926], [-4.141, -4.264, -2.128], [-4.726, -2.815, -1.302], [-4.088, -4.183, -0.358], [-1.122, 2.949, -1.205], [-3.781, 3.428, -0.704], [-5.450, 2.205, 0.833], [-5.184, 0.489, 1.169], [-5.688, 1.001, -0.456], [2.844, 0.384, 1.841], [3.498, 1.996, 1.521], [4.767, 2.235, 2.001], [5.342, 3.473, 1.750], [4.637, 4.417, 1.023], [3.363, 4.131, 0.560], [2.549, 5.359, -0.359], [2.724, 2.907, 0.796], [1.091, 2.595, 0.261], [5.292, 1.470, 2.555], [6.335, 3.696, 2.113], [5.066, 5.385, 0.807]],
  "lowdin_charge": [1.260, 0.186, -0.445, -0.003, -0.099, -0.189, -0.068, -0.611, 0.077, -0.219, 0.156, 0.149, 0.152, 0.130, 0.137, -0.016, -0.122, -0.031, -0.114, -0.017, -0.440, 1.178, -0.459, -0.005, -0.079, -0.026, -0.121, -0.016, -0.448, -0.030, -0.153, -0.030, -0.123, -0.015, 0.098, 0.098, 0.076, 0.131, 0.075, 0.098, 0.128, 0.096, 0.086, 0.094, 0.075, 0.132, 0.100, 0.064, 0.101, 0.733, -0.606, -0.109, -0.072, -0.106, -0.680, 0.668, -0.716, 0.568, 0.107, 0.111, 0.107],
  "e_tot_ev": -88578.9359,
  "relative_energy_kcal_mol": 0.0,
  "charge": 1,
  "gap_ev": 7.62
}

***

(3)
{
  "formula": "C22H23ClN2O5S2",
  "method": "wB97M-V/def2-TZVPD",
  "species": ["C", "C", "C", "C", "C", "N", "C", "C", "C", "C", "C", "S", "H", "H", "H", "H", "H", "C", "H", "H", "H", "C", "O", "C", "H", "H", "O", "C", "O", "C", "N", "S", "O", "O", "C", "C", "C", "C", "C", "C", "H", "H", "Cl", "H", "H", "C", "H", "H", "H", "H", "H", "H", "H", "H", "H"],
  "coordinates": [[4.115, 0.894, 2.499], [3.072, 0.745, 1.450], [1.978, 1.516, 1.202], [1.286, 0.940, 0.096], [2.017, -0.184, -0.287], [3.095, -0.277, 0.527], [4.111, -1.303, 0.469], [3.879, -2.391, 1.471], [4.625, -2.702, 2.566], [4.100, -3.789, 3.300], [2.961, -4.283, 2.754], [2.507, -3.441, 1.331], [2.352, -5.095, 3.098], [4.551, -4.179, 4.194], [5.528, -2.184, 2.838], [5.087, -0.847, 0.662], [4.117, -1.723, -0.540], [1.753, -1.131, -1.397], [0.863, -0.803, -1.925], [2.589, -1.161, -2.097], [1.587, -2.137, -1.011], [0.085, 1.430, -0.530], [-0.543, 0.856, -1.401], [-0.379, 2.807, -0.035], [-0.590, 2.749, 1.038], [0.387, 3.558, -0.235], [-1.544, 3.223, -0.730], [-2.696, 2.703, -0.304], [-2.793, 2.018, 0.681], [-3.857, 3.084, -1.215], [-4.011, 2.175, -2.322], [-4.868, 0.769, -2.037], [-5.139, 0.195, -3.322], [-5.973, 1.124, -1.196], [-3.772, -0.330, -1.143], [-2.806, -1.026, -1.843], [-1.893, -1.803, -1.152], [-1.962, -1.847, 0.232], [-2.952, -1.176, 0.933], [-3.868, -0.412, 0.232], [-4.651, 0.128, 0.737], [-2.994, -1.236, 2.008], [-0.793, -2.766, 1.102], [-1.130, -2.356, -1.676], [-2.781, -0.961, -2.918], [-2.939, 2.091, -3.285], [-3.288, 1.434, -4.078], [-2.752, 3.083, -3.696], [-2.014, 1.695, -2.856], [-4.787, 3.035, -0.646], [-3.696, 4.093, -1.606], [1.689, 2.386, 1.756], [4.149, 0.014, 3.140], [3.885, 1.762, 3.110], [5.103, 1.036, 2.059]],
  "lowdin_charge": [-0.017, -0.261, 0.019, -0.107, -0.194, -0.011, -0.127, -0.497, -0.143, -0.183, -0.399, 1.012, 0.065, 0.102, 0.113, 0.132, 0.123, -0.007, 0.069, 0.090, 0.050, -0.294, 0.075, -0.074, 0.136, 0.146, 0.021, -0.453, 0.126, -0.090, -0.263, 0.679, -0.280, -0.278, -0.261, -0.057, -0.102, -0.652, -0.081, -0.064, 0.118, 0.111, 0.689, 0.106, 0.120, -0.078, 0.084, 0.100, 0.068, 0.126, 0.139, 0.112, 0.073, 0.084, 0.083],
  "e_tot_ev": -70597.8916,
  "relative_energy_kcal_mol": 20.2,
  "gap_ev": 8.91
}

***

(4)
{
  "formula": "C22H23IN5O13P2",
  "method": "wB97M-V/def2-TZVPD",
  "species": ["N", "P", "C", "N", "C", "C", "N", "N", "C", "N", "P", "O", "I", "H", "H", "H", "H", "H", "H", "H", "H", "H", "H", "H", "C", "C", "C", "O", "C", "C", "C", "O", "O", "O", "H", "H", "H", "H", "C", "C", "C", "O", "C", "C", "C", "O", "O", "O", "H", "H", "H", "H", "C", "C", "C", "O", "C", "C", "C", "O", "O", "O", "H", "H", "H", "H"],
  "coordinates": [[-4.233, 2.616, 0.033], [-2.827, 1.948, -0.141], [-1.810, 1.864, 1.413], [-0.720, 2.527, 1.808], [-0.086, 3.506, 0.900], [0.634, 2.734, -0.272], [2.028, 3.058, -0.445], [-0.315, 2.185, 3.018], [-1.139, 1.272, 3.429], [-2.070, 1.040, 2.455], [-3.463, -0.100, 2.303], [-3.894, -0.526, 3.818], [-2.408, -2.127, 1.395], [-4.368, 2.928, 0.991], [-3.009, 0.592, -0.505], [-2.087, 2.640, -1.117], [0.617, 4.111, 1.466], [-0.859, 4.177, 0.522], [0.130, 2.896, -1.226], [0.580, 1.665, -0.043], [2.620, 2.656, 0.266], [2.195, 4.046, -0.566], [-1.115, 0.763, 4.377], [-3.179, -0.338, 4.444], [3.323, -2.520, -0.922], [3.560, -3.828, -1.109], [2.631, -4.883, -0.579], [2.886, -6.047, -0.794], [1.458, -4.448, 0.180], [1.235, -3.147, 0.363], [2.147, -2.096, -0.189], [1.858, -0.924, 0.008], [0.180, -2.671, 1.050], [4.622, -4.265, -1.770], [3.983, -1.752, -1.301], [0.803, -5.213, 0.574], [0.277, -1.700, 1.016], [4.561, -5.240, -1.767], [-9.239, 4.043, 1.419], [-8.266, 3.185, 1.086], [-7.925, 2.007, 1.951], [-7.041, 1.255, 1.578], [-8.661, 1.824, 3.190], [-9.633, 2.684, 3.527], [-9.995, 3.848, 2.649], [-10.897, 4.580, 3.001], [-10.332, 2.561, 4.647], [-7.545, 3.324, -0.025], [-9.496, 4.893, 0.804], [-8.393, 0.981, 3.812], [-10.968, 3.303, 4.649], [-6.908, 2.583, -0.037], [9.912, -2.460, -4.520], [9.139, -1.440, -4.124], [7.786, -1.667, -3.515], [7.138, -0.701, -3.157], [7.312, -3.035, -3.387], [8.081, -4.055, -3.786], [9.446, -3.831, -4.370], [10.102, -4.800, -4.695], [7.688, -5.323, -3.690], [9.520, -0.170, -4.242], [10.889, -2.309, -4.957], [6.329, -3.184, -2.964], [8.426, -5.857, -4.043], [8.786, 0.362, -3.882]],
  "lowdin_charge": [-0.268, 0.763, -0.344, -0.103, -0.072, -0.260, 0.013, 0.170, -0.096, -0.225, 0.567, -0.330, 0.751, -0.015, -0.002, 0.019, 0.130, 0.122, 0.096, 0.105, 0.081, 0.079, 0.143, 0.050, 0.085, -0.221, -0.300, 0.142, 0.091, -0.230, -0.310, 0.077, -0.199, 0.117, 0.140, 0.141, 0.030, 0.133, 0.078, -0.239, -0.323, 0.069, 0.069, -0.236, -0.314, 0.122, 0.124, 0.102, 0.138, 0.134, 0.125, 0.090, 0.079, -0.237, -0.313, 0.099, 0.073, -0.231, -0.314, 0.118, 0.114, 0.116, 0.138, 0.107, 0.122, 0.119],
  "e_tot_ev": -83923.7131,
  "charge": 1,
  "gap_ev": 6.72
}

***

| no. | HOMO (eV) |
| --- | --- |
| 1 | -3.9 |
| 2 | -10.0 |
| 3 | -8.5 |
| 4 | -11.0 |